[1]
147
Properties=species:S:1:pos:R:3:forces:R:3:lowdin_charge:R:1 method="wB97M-V/def2-TZVPD" gap_ev=8.735 e_lumo_ev=-1.90 total_charge=+1
C 4.82879 -4.78282 2.61789 -0.4 -0.5 0.0 -0.125
C 3.41541 -4.56111 3.17604 0.7 0.1 0.4 -0.273
C 2.62269 -3.31542 2.76790 0.2 0.2 0.0 -0.512
Cl 3.83721 -1.99789 2.49783 0.3 -0.2 0.1 0.798
C 1.37065 -3.28202 1.78889 0.2 0.1 -0.1 -0.185
C 0.75471 -4.38698 0.85148 -0.3 0.1 -0.4 -0.375
P 1.02895 -6.22339 0.77966 -0.2 0.1 0.1 0.631
O 2.64899 -6.29078 0.71287 0.3 0.1 0.1 -0.315
Cl 0.50686 -6.71911 2.71419 0.2 0.0 0.2 0.269
C 0.64698 -4.11444 -0.70285 0.5 -0.3 0.6 -0.325
C -0.68065 -4.73722 -1.20976 -0.4 0.3 -0.2 -0.177
C -1.86384 -3.78248 -1.42121 -0.2 -0.1 0.3 -0.176
C -2.40677 -3.10709 -0.14436 -0.1 0.1 -0.4 -0.180
C -3.93697 -2.96388 -0.08286 0.1 0.2 0.4 -0.177
C -4.44914 -1.58323 -0.50379 0.1 -0.3 -0.2 -0.174
C -5.78629 -1.23234 0.11142 -0.2 0.1 0.0 -0.159
O -5.79566 -1.26312 1.54826 0.1 -0.3 -0.1 -0.030
C -5.18336 -0.22330 2.17116 -0.7 1.4 0.4 -0.503
C -3.71047 -0.38206 2.42111 -0.1 -0.2 0.2 0.010
O -5.79894 0.76622 2.50172 0.6 -1.1 -0.3 0.126
C 0.80229 -2.68344 -1.24265 0.2 0.1 0.1 -0.164
P 1.21492 -2.90748 -3.06451 0.3 -0.9 -0.4 0.511
O 1.42941 -4.33230 -3.37010 -0.2 0.6 0.2 -0.235
O 2.39438 -1.96367 -3.50648 0.0 0.1 0.2 -0.108
O -0.03308 -2.27771 -3.84044 0.0 0.0 0.1 -0.112
N 1.59345 -1.72128 -0.36172 -0.1 0.4 -0.2 -0.089
C 1.10406 -0.29945 -0.66833 0.1 0.0 -0.6 -0.113
C 1.09617 0.21053 -2.09064 -0.3 0.7 0.1 -0.167
C 0.72439 1.70271 -2.03936 0.0 -0.3 0.2 -0.250
N -0.59319 1.90172 -1.42784 0.2 0.1 -0.1 0.029
C 3.09090 -1.72111 -0.54549 0.3 0.1 -0.1 -0.114
C 3.80986 -3.06488 -0.50308 0.2 0.1 0.1 -0.174
C 4.39682 -3.53718 -1.82628 0.4 0.1 0.0 -0.257
N 5.17760 -2.43250 -2.41661 0.1 -0.4 0.2 0.011
C 1.08954 -1.93781 1.07286 -0.4 -0.2 0.1 -0.155
C 1.16106 -0.71910 2.04329 -0.2 0.0 0.5 -0.336
C -0.10850 0.11842 2.14979 0.2 0.0 0.1 0.004
F 2.23048 0.13425 1.83186 0.0 0.3 0.0 -0.060
H 5.05848 -5.84006 2.74559 0.1 -0.1 0.0 0.080
H 5.56954 -4.23092 3.18526 0.1 0.2 -0.2 0.067
H 4.91434 -4.58342 1.55740 0.1 0.2 -0.1 0.041
H 3.56698 -4.44147 4.25030 -0.1 0.0 0.1 0.114
H 2.86430 -5.47317 3.08920 -0.6 -0.3 -0.3 0.037
H 2.20976 -2.93781 3.69770 -0.3 -0.2 0.0 0.081
H 0.57936 -3.20422 2.53824 0.0 -0.2 0.1 0.132
H -0.28897 -4.42643 1.16761 0.0 0.2 0.2 0.064
H 2.89125 -7.00830 0.11747 0.2 -0.1 0.0 0.067
H 1.46616 -4.68947 -1.13433 0.0 0.0 -0.3 0.085
H -1.02269 -5.47236 -0.48364 0.0 -0.1 0.0 0.081
H -0.51376 -5.29894 -2.12468 0.2 0.0 -0.1 0.115
H -2.66449 -4.36757 -1.87304 0.0 -0.1 0.0 0.120
H -1.64636 -2.99240 -2.13478 0.0 0.0 -0.3 0.087
H -2.06872 -3.62227 0.75256 0.0 -0.2 0.0 0.103
H -1.99588 -2.09306 -0.10634 0.1 0.1 0.3 0.089
H -4.41921 -3.73879 -0.67650 0.0 -0.1 -0.1 0.117
H -4.24399 -3.13738 0.94812 -0.1 0.0 0.1 0.107
H -4.58197 -1.56539 -1.58720 0.0 0.2 -0.1 0.125
H -3.70164 -0.82216 -0.27557 0.0 0.1 0.0 0.095
H -6.12322 -0.24626 -0.20428 -0.1 0.1 -0.1 0.133
H -6.52842 -1.96650 -0.18759 -0.1 0.0 0.0 0.134
H -3.42761 -1.43131 2.40946 0.1 -0.1 -0.1 0.071
H -3.44772 0.05248 3.38031 0.0 0.2 0.1 0.089
H -3.18455 0.14804 1.62886 0.1 0.1 0.0 0.082
H -0.16968 -2.19943 -1.26666 -0.1 0.0 0.0 0.099
H 2.16998 -1.39273 -4.25026 0.1 0.1 -0.1 0.109
H -0.56792 -3.00477 -4.18452 -0.2 0.0 -0.2 0.104
H 1.73697 0.36632 -0.09508 0.0 -0.1 0.1 0.131
H 0.07885 -0.25432 -0.31671 -0.1 -0.1 0.2 0.113
H 0.32821 -0.24907 -2.70595 0.1 -0.3 -0.1 0.102
H 2.06728 0.18250 -2.55499 0.3 -0.2 -0.2 0.083
H 1.52608 2.23527 -1.51799 0.1 0.1 0.0 0.116
H 0.70255 2.06084 -3.06445 0.0 0.1 -0.1 0.121
H -0.93982 2.82087 -1.67751 -0.2 0.0 -0.1 0.056
H -0.49222 1.93791 -0.42143 -0.1 0.0 0.1 0.049
H 3.46092 -1.04852 0.21921 -0.1 -0.1 0.2 0.087
H 3.32448 -1.23077 -1.48631 -0.3 -0.1 -0.2 0.095
H 4.66672 -2.92232 0.15311 0.0 0.1 0.1 0.081
H 3.23824 -3.84869 -0.01424 -0.1 -0.1 0.0 0.090
H 5.04364 -4.38970 -1.59938 -0.1 -0.2 0.1 0.118
H 3.66587 -3.90222 -2.54087 -0.1 0.1 -0.1 0.077
H 5.92366 -2.21160 -1.76157 0.0 0.1 0.0 0.083
H 5.67423 -2.79567 -3.22262 -0.1 0.1 -0.2 0.083
H 0.01578 -2.03865 0.90278 0.0 0.1 -0.2 0.124
H 1.30227 -1.15226 3.03345 0.2 -0.1 -0.1 0.126
H -0.17533 0.52888 3.15395 0.0 0.1 0.1 0.101
H -0.99604 -0.49054 1.99299 -0.1 0.0 -0.1 0.068
H -0.09385 0.95888 1.46329 -0.1 0.0 -0.1 0.072
C 4.28053 2.55551 -5.63330 0.0 0.0 0.0 -0.086
C 4.33270 1.30936 -5.02380 -0.1 0.0 0.0 -0.098
C 4.53457 1.21485 -3.65305 -0.1 -0.1 0.1 -0.113
C 4.67610 2.36749 -2.89085 0.0 0.0 0.0 -0.100
C 4.62213 3.61339 -3.50021 0.0 0.0 0.0 -0.086
C 4.42646 3.70652 -4.87136 0.0 0.0 0.0 -0.082
H 4.12998 2.63026 -6.70222 0.0 0.0 0.0 0.104
H 4.22157 0.41088 -5.61899 0.1 0.0 0.0 0.099
H 4.58446 0.23813 -3.18152 0.1 0.0 0.0 0.075
H 4.83271 2.29519 -1.82141 0.0 0.0 0.0 0.101
H 4.73601 4.51197 -2.90824 0.0 0.0 0.0 0.105
H 4.39360 4.67758 -5.34830 0.0 0.0 0.0 0.089
C -0.79311 -2.60505 7.23132 0.0 0.0 0.0 -0.097
C -1.44512 -1.78978 8.14634 0.0 0.0 0.0 -0.086
C -2.64233 -1.17716 7.80298 0.0 0.0 0.0 -0.075
C -3.19226 -1.38259 6.54604 0.0 0.0 0.0 -0.080
C -2.53934 -2.19307 5.62932 0.0 0.0 0.0 -0.103
C -1.34042 -2.80408 5.97140 0.0 0.0 0.0 -0.110
H 0.13783 -3.08620 7.50261 0.0 0.0 0.0 0.100
H -1.02099 -1.63502 9.12945 0.0 0.0 0.0 0.104
H -3.15116 -0.53888 8.51364 0.0 0.0 0.0 0.104
H -4.12589 -0.90621 6.28501 -0.1 0.0 0.0 0.084
H -2.97334 -2.35419 4.65000 0.0 0.0 0.0 0.083
H -0.83525 -3.44460 5.26079 0.0 -0.1 -0.1 0.086
C 4.15374 9.50457 -7.43344 0.0 0.0 0.0 -0.092
C 4.32429 8.94229 -8.69075 0.0 0.0 0.0 -0.091
C 4.03577 7.60093 -8.89737 0.0 0.0 0.0 -0.094
C 3.57172 6.82250 -7.84659 0.0 0.0 0.0 -0.103
C 3.39984 7.38569 -6.59001 0.0 0.0 0.0 -0.111
C 3.69275 8.72593 -6.38166 0.0 0.0 0.0 -0.096
H 4.38048 10.55022 -7.27340 0.0 0.0 0.0 0.102
H 4.68203 9.55055 -9.51072 0.0 0.0 0.0 0.103
H 4.17180 7.16279 -9.87725 0.0 0.0 0.0 0.101
H 3.34221 5.77676 -8.00881 0.0 0.0 0.0 0.095
H 3.03362 6.77939 -5.77061 0.0 0.0 0.0 0.089
H 3.56186 9.16383 -5.40079 0.0 0.0 0.0 0.100
C -3.59420 7.14756 -1.99122 0.0 0.0 0.0 -0.089
C -2.38805 6.66039 -2.47337 0.0 0.0 0.0 -0.095
C -2.28672 5.33422 -2.86983 0.0 0.0 0.0 -0.114
C -3.39127 4.49688 -2.78822 0.0 0.0 0.0 -0.110
C -4.59782 4.98558 -2.30714 0.0 0.0 0.0 -0.095
C -4.69806 6.31024 -1.90692 0.0 0.0 0.0 -0.089
H -3.67491 8.18118 -1.68259 0.0 0.0 0.0 0.104
H -1.52892 7.31443 -2.54279 0.0 0.0 0.0 0.102
H -1.34406 4.95541 -3.24765 0.0 0.0 0.0 0.093
H -3.31320 3.46326 -3.10253 0.0 0.0 0.0 0.095
H -5.46031 4.33516 -2.24621 0.0 0.0 0.0 0.101
H -5.63794 6.69142 -1.53068 0.0 0.0 0.0 0.104
C -4.84690 2.89706 7.59548 0.0 0.0 0.0 -0.095
C -4.95350 2.49487 6.27117 0.0 0.0 0.0 -0.092
C -5.74111 1.40199 5.93723 0.0 0.0 0.0 -0.104
C -6.42855 0.71557 6.92984 0.0 0.0 0.0 -0.103
C -6.32411 1.11821 8.25425 0.0 0.0 0.0 -0.095
C -5.53085 2.20779 8.58723 0.0 0.0 0.0 -0.097
H -4.23305 3.74961 7.85508 0.0 0.0 0.0 0.100
H -4.42321 3.03435 5.49688 0.0 0.0 0.0 0.100
H -5.82440 1.09348 4.90321 0.0 0.0 0.0 0.078
H -7.04746 -0.13416 6.67032 0.0 0.0 0.0 0.104
H -6.86335 0.58522 9.02649 0.0 0.0 0.0 0.102
H -5.44910 2.52223 9.61945 0.0 0.0 0.0 0.101

***

[2]
165
Properties=species:S:1:pos:R:3:forces:R:3:lowdin_charge:R:1 method="wB97M-V/def2-TZVPD" gap_ev=0.925 e_lumo_ev=-3.70
Y 0.40204 -26.21806 -5.77488 -0.9 0.5 0.6 1.374
C -3.46149 -26.01616 -4.21972 -2.5 0.8 2.0 -0.677
F -4.73022 -26.50723 -4.20058 0.5 0.2 -1.2 0.126
F -3.45336 -25.23313 -3.12366 0.6 1.0 -0.3 0.124
F -2.67077 -26.99713 -3.96343 1.7 -1.8 -0.1 0.164
S -2.98975 -25.19974 -5.78227 -0.9 1.0 -0.2 0.540
O -3.24927 -26.27805 -6.68718 0.5 -0.1 -0.2 -0.272
O -3.78805 -23.99244 -5.89862 0.8 -1.0 0.2 -0.267
O -1.53438 -24.89440 -5.56383 -0.3 -0.6 -0.5 -0.463
C 1.09946 -30.54224 -4.18830 -0.4 -1.8 -0.2 -0.632
F 0.92705 -31.06544 -5.43478 0.5 0.9 0.2 0.101
F 0.92464 -31.59326 -3.37576 -0.6 0.5 0.3 0.138
F 2.35938 -30.17294 -3.98855 0.3 0.6 -0.6 0.135
S -0.08964 -29.14961 -3.90490 0.1 -1.0 -2.0 0.532
O -0.05462 -28.97524 -2.51533 0.0 0.6 1.8 -0.221
O 0.65496 -28.07916 -4.67648 -0.4 -0.6 0.5 -0.488
O -1.30992 -29.53021 -4.56210 0.5 0.3 0.2 -0.256
B 1.32544 -24.12221 -7.11270 0.8 1.3 -1.2 0.242
H -2.67255 -17.77434 1.08014 0.6 0.5 -0.7 0.039
H -0.64028 -16.18544 -1.11360 -0.6 -0.5 0.6 -0.020
H -2.20567 -22.25550 -17.68213 0.0 0.0 0.1 -0.357
H 2.95012 -22.67921 -9.14320 -0.7 -0.7 0.7 0.116
C -4.10025 -21.04177 -4.59949 0.2 0.2 0.4 0.006
C -2.61763 -21.38311 -4.68926 -1.4 -1.6 1.1 -0.345
O -2.21547 -21.16615 -3.36594 0.7 -0.6 0.3 0.090
C -3.12426 -20.43070 -2.63222 1.9 0.5 2.2 -0.519
O -2.80285 -20.00202 -1.52639 -1.6 -1.1 -3.0 0.060
O -4.25646 -20.31735 -3.31530 0.1 -0.1 -1.1 0.095
F -1.94257 -20.53929 -5.46028 0.8 1.2 -1.2 0.071
H -4.71091 -21.92307 -4.55782 -0.2 -0.4 0.1 0.122
H -4.35801 -20.45758 -5.47104 -0.4 0.6 0.2 0.140
H -2.44073 -22.41855 -5.10236 0.0 1.0 1.0 0.142
N 2.64232 -25.56873 -4.72794 1.0 -0.6 0.5 -0.026
C 3.55054 -26.55589 -4.39512 -1.9 0.5 -1.2 -0.101
C 4.82824 -26.26147 -4.01183 -1.0 0.9 -0.2 -0.044
C 5.18333 -24.93437 -3.84587 0.2 -0.3 0.0 -0.041
C 4.27456 -23.92442 -4.13898 1.4 -0.7 0.9 -0.031
C 3.01823 -24.28360 -4.55930 0.0 -0.9 -0.8 -0.139
H 3.19108 -27.59522 -4.55670 0.3 0.8 0.2 0.112
H 5.51365 -27.03785 -3.91149 1.1 -1.2 0.5 0.096
H 6.19524 -24.76566 -3.48808 -0.2 0.5 -0.2 0.120
H 4.63911 -22.92954 -3.97283 -0.5 0.6 -0.3 0.114
H 2.35708 -23.52062 -4.91069 -0.6 0.5 0.1 0.062
N -0.57558 -27.28768 -7.84666 -0.7 1.0 -1.0 -0.032
C -0.27111 -26.78501 -9.10676 0.8 -1.1 2.6 -0.102
C -0.31825 -27.58382 -10.21356 -0.1 -0.5 -0.5 -0.033
C -0.83087 -28.89080 -10.07172 0.6 0.6 0.1 -0.024
C -1.27513 -29.32637 -8.83263 -0.8 -0.6 -1.0 -0.040
C -1.18877 -28.47509 -7.76498 0.7 0.8 0.0 -0.142
H 0.24434 -25.83028 -9.07064 -0.2 0.1 -0.4 0.091
H 0.13174 -27.21409 -11.13940 -0.5 -0.1 0.2 0.108
H -0.79314 -29.54170 -10.92676 -0.2 -0.2 -0.1 0.109
H -1.76624 -30.29418 -8.67746 0.4 0.4 -0.2 0.125
H -1.58313 -28.78589 -6.82246 0.0 0.0 0.7 0.095
N 0.09121 -25.35013 -3.32676 0.4 0.7 1.6 0.004
C -0.58366 -24.28760 -2.82912 0.2 0.7 -0.5 -0.111
C -0.55174 -23.80668 -1.50794 0.1 -1.6 -0.6 0.000
C 0.16634 -24.56848 -0.59576 -0.1 0.1 0.7 -0.040
C 0.81893 -25.70459 -1.03565 -0.4 0.9 -1.0 -0.051
C 0.81232 -25.98582 -2.37581 0.2 -1.6 -0.8 -0.161
H -1.10109 -23.71323 -3.58236 -0.3 0.0 0.1 0.083
H -1.19092 -22.99555 -1.21689 0.1 0.5 -0.1 0.108
H 0.27550 -24.33858 0.46634 -0.4 0.2 -0.4 0.118
H 1.35359 -26.34627 -0.39593 0.6 -0.5 0.8 0.108
H 1.38456 -26.86593 -2.70283 -0.4 0.5 0.1 0.088
N -3.92124 -23.30712 -9.65040 0.2 0.2 -0.6 0.061
C -3.80420 -24.62597 -9.51924 0.5 -0.3 0.3 -0.154
C -4.74906 -25.44001 -8.91457 -0.1 0.6 -1.1 -0.086
C -5.98012 -24.86514 -8.63763 0.0 -0.1 1.6 -0.071
C -6.13707 -23.50394 -8.74705 1.5 0.5 -1.7 -0.069
C -5.07193 -22.76764 -9.29571 -1.2 0.3 0.4 -0.156
H -2.89675 -25.10073 -9.91983 -0.2 0.4 0.3 0.105
H -4.48987 -26.47248 -8.79788 -0.4 -0.3 0.2 0.092
H -6.76227 -25.39427 -8.12673 -0.3 -0.6 -0.2 0.106
H -7.04011 -22.95728 -8.66242 -0.9 0.0 0.6 0.089
H -5.29488 -21.69581 -9.48598 0.8 -0.6 0.1 0.113
N 2.20566 -27.09294 -7.33743 -0.9 -0.6 0.6 -0.025
C 2.25786 -28.44765 -7.21685 -1.3 1.4 1.1 -0.145
C 3.29752 -29.21711 -7.59823 1.4 0.5 -0.7 -0.026
C 4.35495 -28.50258 -8.16239 0.0 0.5 -0.4 -0.012
C 4.28041 -27.11392 -8.36275 0.4 -1.1 0.1 -0.030
C 3.17945 -26.42206 -7.94616 -0.6 -1.5 0.3 -0.144
H 1.44071 -28.87555 -6.64390 0.0 -0.1 -0.4 0.080
H 3.32819 -30.27866 -7.41974 0.0 -0.1 -0.1 0.120
H 5.23275 -29.02983 -8.47989 0.4 -0.1 -0.1 0.108
H 5.05750 -26.52987 -8.78363 0.9 0.2 -0.5 0.086
H 3.04752 -25.38057 -8.13125 0.1 0.8 0.0 0.037
C 7.21187 -22.25091 -8.69201 -0.7 0.2 -0.5 -0.136
C 8.24147 -23.34487 -8.25456 -0.4 0.8 0.1 -0.133
C 7.61564 -24.67714 -8.71838 0.8 0.2 1.2 -0.226
O 6.24911 -24.42486 -8.80391 -1.2 -0.1 -0.4 -0.178
C 5.97770 -23.06553 -9.19334 1.4 0.0 0.5 -0.186
H 7.53924 -21.51709 -9.45982 0.2 -0.9 0.1 0.113
H 6.87786 -21.56514 -7.91895 0.2 -0.3 0.7 0.090
H 8.39924 -23.28652 -7.16956 -0.1 -0.2 -0.3 0.106
H 9.18553 -23.13677 -8.72934 0.5 -0.2 -0.1 0.096
H 7.76772 -25.54031 -8.04625 -0.2 0.6 0.3 0.121
H 8.09622 -25.04625 -9.60525 -0.1 0.2 -1.2 0.105
H 5.03612 -22.77050 -8.74193 -0.1 0.0 0.1 0.049
H 5.90428 -22.95438 -10.26640 -0.2 -0.3 -0.5 0.104
C 4.43278 -22.51444 1.20144 1.2 -0.4 -1.6 -0.129
C 4.97999 -23.36327 -0.01941 0.5 -0.3 0.5 -0.133
C 3.96400 -24.47368 -0.18270 -1.3 -0.6 0.5 -0.212
O 2.79449 -23.95351 0.43864 -0.5 0.2 -0.6 -0.193
C 3.22767 -23.27580 1.60360 -1.1 -1.8 0.5 -0.214
H 4.18991 -21.52459 0.86373 -0.3 0.5 -0.1 0.107
H 5.22091 -22.41778 1.91597 0.3 0.0 0.8 0.101
H 5.95713 -23.78074 0.24260 0.0 0.2 -0.2 0.107
H 5.05165 -22.83961 -0.97380 0.1 0.4 0.3 0.099
H 4.16491 -25.44129 0.33824 0.5 0.5 -0.4 0.132
H 3.63885 -24.68128 -1.20657 0.4 -0.1 0.0 0.101
H 3.32082 -24.10719 2.34151 0.7 0.8 0.1 0.137
H 2.39517 -22.68217 1.91474 -0.4 0.6 0.3 0.117
C 3.24540 -23.77582 -12.18142 0.1 0.2 -0.5 -0.143
C 3.99856 -24.99792 -11.62973 -0.1 -0.4 -1.0 -0.168
C 2.92738 -26.09507 -11.71363 2.0 -0.8 0.5 -0.235
O 1.71179 -25.44559 -11.46821 0.1 -0.6 -0.3 -0.167
C 1.75659 -24.22731 -12.21546 0.5 -0.2 0.0 -0.157
H 3.64113 -23.40650 -13.15468 -0.5 -0.5 0.5 0.121
H 3.42224 -22.98691 -11.47515 -0.4 0.7 0.3 0.050
H 4.25663 -24.90669 -10.59963 0.1 0.6 0.9 0.056
H 4.95317 -25.20337 -12.14722 -0.6 -0.1 0.0 0.123
H 3.15694 -26.84720 -10.93566 -0.6 0.2 -0.2 0.107
H 3.07344 -26.61652 -12.67062 -0.9 0.1 -0.2 0.123
H 1.04005 -23.61374 -11.72912 -0.3 1.1 0.6 0.096
H 1.33447 -24.38508 -13.20282 0.4 -0.2 -0.5 0.119
C 2.95789 -20.17805 -7.59039 -0.5 0.3 1.7 -0.133
C 1.61143 -19.46774 -7.08573 0.6 -1.7 0.3 -0.098
C 1.42879 -20.00755 -5.63139 0.8 0.7 -0.3 -0.181
O 2.36880 -21.05272 -5.44488 0.6 -0.3 -0.2 -0.199
C 3.51068 -20.78679 -6.26615 -0.3 0.4 0.2 -0.206
H 3.71863 -19.63860 -8.16108 -0.3 0.5 0.3 0.107
H 2.64068 -20.97380 -8.22230 -0.1 -0.8 -0.5 -0.017
H 0.78338 -19.86631 -7.67389 0.1 0.3 -0.2 0.074
H 1.55540 -18.40400 -7.08920 0.2 0.7 -0.2 0.081
H 0.50306 -20.49655 -5.44196 -1.0 0.1 0.0 0.089
H 1.56674 -19.19642 -4.88821 0.1 -0.3 -0.2 0.126
H 4.05071 -21.73780 -6.31344 0.0 0.1 -0.5 0.093
H 4.15774 -20.08277 -5.71395 0.0 0.1 -0.3 0.118
C -1.62106 -20.99944 -11.03829 -0.3 -1.0 0.2 -0.159
C -1.12157 -20.51692 -9.63069 0.1 0.6 -1.7 -0.152
C -0.34277 -19.25743 -10.10234 -1.1 -0.3 -0.2 -0.183
O -1.00621 -18.77535 -11.29395 0.7 0.7 0.1 -0.148
C -1.94998 -19.68637 -11.78667 1.0 -1.8 0.3 -0.219
H -2.49439 -21.71517 -10.95216 1.1 0.8 -0.2 0.095
H -0.78169 -21.48042 -11.57276 -0.4 -0.1 0.2 0.100
H -0.50786 -21.22226 -9.05112 -0.2 0.1 -0.4 0.096
H -1.99448 -20.25081 -9.06009 -0.3 0.2 0.5 0.088
H 0.66307 -19.55360 -10.38180 0.4 0.2 0.2 0.112
H -0.37690 -18.41131 -9.42001 0.4 -0.1 0.3 0.102
H -1.88255 -19.80410 -12.89113 0.0 0.2 0.7 0.131
H -2.91885 -19.38478 -11.48812 -1.3 0.6 0.0 0.094
C -1.20074 -16.13589 -4.93204 0.9 0.0 -0.1 -0.165
C -2.14549 -17.32040 -5.33971 1.2 0.5 -0.6 -0.130
C -1.71210 -17.66622 -6.82298 -0.3 2.4 1.7 -0.177
O -0.44694 -16.98233 -7.00972 -0.8 0.3 0.1 -0.187
C -0.48193 -15.72554 -6.24439 -1.0 -1.8 0.0 -0.163
H -0.41134 -16.53105 -4.26549 -0.4 0.1 -0.2 0.086
H -1.56927 -15.23671 -4.40531 -0.5 -0.6 -0.3 0.105
H -3.18746 -17.03128 -5.35903 -0.3 -0.2 0.4 0.099
H -1.91295 -18.17786 -4.70063 -0.5 0.3 0.0 0.086
H -2.51202 -17.24595 -7.45167 0.5 -0.1 -0.4 0.118
H -1.66101 -18.72367 -6.93448 0.6 -0.7 -0.5 0.074
H -1.02497 -14.92278 -6.78270 0.4 -0.4 0.1 0.121
H 0.55505 -15.50060 -6.04473 0.2 0.5 -0.2 0.109